1.
This record from OMol25 describes an isolated molecule of C3H6N2OS2 in a non-equilibrium geometry. The level of theory is ωB97M-V with the def2-TZVPD basis set.

The calculation puts the HOMO energy at -8.54 eV. Its multiplicity is 1. The gap between HOMO and LUMO comes out at 8.7540 eV. The energy relative to the best compared isomer or geometry (same formula, charge and spin) is 58.94 kcal/mol. The total energy comes out at -1098.9800 Ha. As for the net charge: 0. The SMILES is CC(=O)NSC(N)=S.

Geometry as XYZ:
```
14
C3H6N2OS2 (ωB97M-V with the def2-TZVPD basis set)
C -2.3699 -0.2350 0.3363
C -1.0893 -0.1357 -0.3306
O -0.7859 0.7703 -1.0945
N -0.1444 -1.3661 -0.1752
S 1.5897 -1.5341 -0.5754
C 2.4098 -0.0063 -0.1329
N 1.7135 1.2336 -0.1545
S 4.0916 -0.1254 -0.0521
H -3.3091 0.3879 -0.2017
H -2.3893 0.2568 1.2605
H -2.7583 -1.2313 0.5248
H -0.2183 -1.4823 0.8965
H 2.4352 1.9982 0.2776
H 0.8246 1.4694 -0.5789
```

***

2.
This record from OMol25 describes a cluster of 10 separate species, C23H37N12O in total in a non-equilibrium geometry. The level of theory is ωB97M-V with the def2-TZVPD basis set.

The calculation puts the HOMO energy at -12.77 eV. Its multiplicity is 1. The gap between HOMO and LUMO comes out at 10.0276 eV. The total energy comes out at -1630.5072 Ha. As for the net charge: +1.

Geometry as XYZ:
```
73
C23H37N12O (ωB97M-V with the def2-TZVPD basis set)
N 0.0122 -1.5115 -1.5723
C -0.0696 -1.9066 -2.7209
O 0.0546 -2.5550 -3.9680
C 1.1477 -3.5444 -3.9274
C 0.7985 -4.8472 -3.0346
N 1.1278 -4.7294 -1.5869
C 2.5972 -4.4812 -1.5202
C 3.0008 -3.0997 -2.2364
N 2.4918 -2.9321 -3.6438
H 1.2041 -3.9342 -5.0204
H -0.2816 -5.2015 -3.2494
H 1.4763 -5.6973 -3.4499
H 0.5732 -4.0133 -1.0972
H 2.8635 -4.3798 -0.3955
H 3.2331 -5.3602 -1.9299
H 4.1609 -3.0775 -2.2922
H 2.6519 -2.1828 -1.6209
H 2.4565 -1.9054 -3.8575
H 3.2011 -3.3245 -4.3082
C -1.2036 -0.0007 1.2796
C -0.8745 -0.1143 2.7033
N -0.6161 -0.2027 3.8234
H -2.2628 0.2227 1.1283
H -0.6335 0.7944 0.7955
H -0.9885 -0.9269 0.7412
C -4.8393 -0.2215 4.6174
C -4.6862 -0.5860 3.2058
N -4.5653 -0.8732 2.0959
H -4.9439 -1.1049 5.2523
H -3.9765 0.3404 4.9841
H -5.7233 0.4004 4.7794
C 1.8299 2.2281 -0.9323
C 2.4511 1.1058 -1.6456
N 2.9387 0.2234 -2.2094
H 1.8647 2.0859 0.1501
H 2.3319 3.1717 -1.1507
H 0.7801 2.3480 -1.2087
C -0.6710 3.6731 3.3495
C -0.5192 3.2989 1.9410
N -0.3990 3.0032 0.8319
H -0.7821 2.7935 3.9897
H 0.1933 4.2300 3.7129
H -1.5520 4.3024 3.5058
C -3.6202 -4.1099 4.1277
C -4.3114 -3.7332 5.3649
N -4.8546 -3.4357 6.3364
H -3.5531 -3.2688 3.4327
H -2.6007 -4.4506 4.3249
H -4.1387 -4.9196 3.6083
C 5.3340 3.0128 -4.3194
C 4.6462 3.4054 -3.0858
N 4.1063 3.7142 -2.1167
H 5.4109 3.8481 -5.0199
H 6.3495 2.6623 -4.1193
H 4.8070 2.2052 -4.8335
C -3.7315 5.7850 0.4295
C -3.4032 5.6793 1.8543
N -3.1452 5.5961 2.9740
H -4.7891 6.0139 0.2767
H -3.1545 6.5745 -0.0584
H -3.5208 4.8533 -0.1015
C 1.4809 -2.7108 -8.1252
C 2.4342 -3.3739 -7.2303
N 3.1849 -3.8952 -6.5265
H 0.7411 -3.4138 -8.5164
H 0.9340 -1.9156 -7.6121
H 1.9838 -2.2578 -8.9832
C -0.5684 4.2423 7.6757
C -0.0754 4.8399 6.4310
N 0.3116 5.3096 5.4528
H -0.3378 4.8686 8.5410
H -1.6523 4.1049 7.6539
H -0.1203 3.2618 7.8559
```

***

3.
This record from OMol25 describes a structure of composition C7H17N3 in a non-equilibrium geometry. The level of theory is ωB97M-V with the def2-TZVPD basis set.

The calculation puts the HOMO energy at -17.72 eV. Its multiplicity is 1. The gap between HOMO and LUMO comes out at 7.5729 eV. The energy relative to the best compared isomer or geometry (same formula, charge and spin) is 99.88 kcal/mol. The total energy comes out at -440.3698 Ha. As for the net charge: +2.

Geometry as XYZ:
```
27
C7H17N3 (ωB97M-V with the def2-TZVPD basis set)
C 0.9882 1.2298 -2.3584
C -1.3420 -0.1603 2.2908
C -1.3884 -2.1013 0.8733
C -1.0553 1.7040 -0.1802
C 1.9189 -1.1365 0.7748
C -1.1103 -0.6943 0.9671
C -0.7607 0.1310 -0.2537
N 1.6618 -0.2625 -0.2549
N 2.2400 1.5011 -2.6378
N 0.6300 0.1726 -0.7423
H 0.3647 2.0864 -2.0352
H -1.4886 0.9546 2.2379
H -2.4000 -0.4990 2.6632
H -0.6918 -0.4852 3.1563
H -0.8229 -2.5853 0.1552
H -1.3195 -2.8290 1.7813
H -2.4969 -2.3140 0.6337
H -1.8713 1.7317 0.5853
H -1.5876 1.8786 -1.1219
H -0.1503 2.2735 0.0724
H 2.1980 -2.0895 0.2452
H 1.0640 -1.2594 1.4721
H 2.8941 -0.7783 1.1562
H 0.4218 0.6847 -3.0154
H -1.3429 -0.2996 -1.0376
H 2.6242 2.3527 -2.3506
H 2.8227 0.7935 -3.0768
```

***

4.
This record from OMol25 describes a structure of composition C7H14OS2 in a non-equilibrium geometry. The level of theory is ωB97M-V with the def2-TZVPD basis set.

The calculation puts the HOMO energy at -8.74 eV. Its multiplicity is 1. The gap between HOMO and LUMO comes out at 9.4456 eV. The energy relative to the best compared isomer or geometry (same formula, charge and spin) is 54.39 kcal/mol. The total energy comes out at -1146.6573 Ha. As for the net charge: 0.

Geometry as XYZ:
```
24
C7H14OS2 (ωB97M-V with the def2-TZVPD basis set)
C 1.7136 0.0430 1.0471
C 1.0473 -1.3432 0.8408
C 0.8702 1.2066 0.7798
C -1.0985 -0.4419 -0.9542
C 1.7287 2.4371 0.7568
C -2.1121 -0.4507 0.2105
C -1.6943 -0.6467 -2.3294
O -0.4750 -2.8773 -0.3965
S 0.0294 1.0915 -0.9826
S 0.2702 -1.6954 -0.8141
H 2.0399 0.1724 2.0497
H 2.6250 0.1436 0.3916
H 1.8316 -2.1223 0.9382
H 0.2621 -1.3768 1.6888
H -0.0490 1.2089 1.3337
H 2.5381 2.3053 -0.0906
H 1.9537 2.6914 1.8218
H 1.1066 3.2487 0.2734
H -2.5516 0.5852 0.2715
H -1.5376 -0.7891 1.1500
H -2.8581 -1.2386 -0.0451
H -0.8599 -0.9581 -2.9932
H -2.3196 0.2554 -2.6041
H -2.4608 -1.4491 -2.3440
```

***

5.
This record from OMol25 describes a structure of composition C26H58BiOP4 in a non-equilibrium geometry. The level of theory is ωB97M-V with the def2-TZVPD basis set.

The calculation puts the HOMO energy (alpha / beta) at -15.93 / -15.93 eV. Its multiplicity is 1. The gap between HOMO and LUMO (alpha / beta) comes out at 4.3619 / 4.3497 eV. The energy relative to the best compared isomer or geometry (same formula, charge and spin) is 14.89 kcal/mol. The total energy comes out at -2679.6803 Ha. As for the net charge: +3.

Geometry as XYZ:
```
90
C26H58BiOP4 (ωB97M-V with the def2-TZVPD basis set)
Bi 0.3023 -0.2296 -1.0348
P 0.7361 -2.6903 -2.0193
P 2.9114 0.1788 0.0264
P -2.4487 0.6054 -1.2264
H 2.2126 4.7476 -1.0896
C 1.1377 4.7910 -0.8795
C 0.6407 4.5627 0.3507
H 1.2914 4.2846 1.1892
C 1.4582 -2.6801 -3.6998
C 1.8946 -3.7779 -1.1065
C -0.7291 -3.7700 -2.2222
C 3.1417 1.7948 0.8563
C 3.7284 -0.9779 1.1952
C 4.1776 0.2698 -1.2938
C -2.6589 2.3673 -0.7519
C -3.9121 -0.2224 -0.4962
C -2.9898 0.6610 -2.9725
H 0.4885 5.0532 -1.7229
H -0.4343 4.6435 0.5590
H 2.0055 -3.6229 -3.8525
H 2.1446 -1.8279 -3.8218
H 0.6524 -2.5963 -4.4421
H 2.1466 -4.6235 -1.7643
H 1.4163 -4.1552 -0.1895
H 2.8218 -3.2501 -0.8400
H -0.4410 -4.6790 -2.7717
H -1.5226 -3.2622 -2.7883
H -1.1269 -4.0564 -1.2380
H 4.2047 2.0750 0.8223
H 2.8217 1.7283 1.9054
H 2.5487 2.5786 0.3653
H 4.8123 -0.7846 1.2067
H 3.5620 -2.0204 0.8907
H 3.3403 -0.8520 2.2158
H 5.1563 0.4863 -0.8403
H 3.9250 1.0663 -2.0062
H 4.2300 -0.6862 -1.8324
H -3.2339 2.8870 -1.5315
H -1.6742 2.8497 -0.6590
H -3.1847 2.4463 0.2102
H -4.8261 0.1455 -0.9866
H -3.9927 -0.0627 0.5870
H -3.8375 -1.3036 -0.6741
H -3.8746 1.3127 -3.0674
H -3.2517 -0.3489 -3.3159
H -2.1728 1.0348 -3.6082
C 0.3043 1.3891 -4.8012
C 1.0495 0.8033 -5.8312
C 0.6634 1.0706 -7.1453
C -0.4021 1.9469 -7.4024
C -0.9664 2.6908 -6.3577
C -0.5764 2.4520 -5.0362
O 0.2224 0.7129 -3.5733
H 1.0609 0.8285 -3.0638
H 1.8617 0.1141 -5.5995
H 1.1866 0.5724 -7.9645
H -0.7799 2.0759 -8.4196
H -1.7210 3.4526 -6.5615
H -0.9820 3.0144 -4.1893
C 1.0524 -2.8756 3.1523
C -0.2971 -2.3186 3.6215
C -0.4663 -2.4743 5.1289
P -0.5479 -0.6087 2.8890
C -2.4025 -0.3475 2.8474
C -3.2249 -1.0776 3.9113
C -2.7678 1.1429 2.7551
C 0.1005 0.6136 4.1514
C -0.7110 0.8111 5.4322
C 1.5836 0.3804 4.4621
H 1.8971 -2.3535 3.6203
H 1.1662 -2.8141 2.0629
H 1.1156 -3.9314 3.4417
H -1.0927 -2.9006 3.1274
H 0.3311 -1.9833 5.6963
H -1.4374 -2.1338 5.4997
H -0.4045 -3.5449 5.3658
H -2.6321 -0.8185 1.8738
H -3.0648 -0.6742 4.9204
H -4.2939 -0.9540 3.6840
H -3.0180 -2.1528 3.9196
H -2.0142 1.7294 2.2121
H -3.7209 1.2514 2.2222
H -2.9140 1.5841 3.7489
H 0.0374 1.5553 3.5750
H -0.7532 -0.0938 6.0501
H -0.2113 1.5820 6.0367
H -1.7277 1.1664 5.2405
H 2.1873 0.2857 3.5502
H 1.9645 1.2460 5.0221
H 1.7478 -0.5049 5.0897
```

***

6.
This record from OMol25 describes a structure of composition C9H16BBr27NbO3 in a non-equilibrium geometry. The level of theory is ωB97M-V with the def2-TZVPD basis set.

The calculation puts the HOMO energy at -5.34 eV. Its multiplicity is 1. The gap between HOMO and LUMO comes out at 6.4801 eV. The energy relative to the best compared isomer or geometry (same formula, charge and spin) is 0.00 kcal/mol. The total energy comes out at -70158.3892 Ha. As for the net charge: -1.

Geometry as XYZ:
```
57
C9H16BBr27NbO3 (ωB97M-V with the def2-TZVPD basis set)
O -5.7587 1.7632 3.0945
B -5.0169 1.2341 2.0442
O -4.9899 -0.1342 1.8863
O -4.2723 2.0393 1.2028
Nb -2.4591 2.5157 1.4969
H -5.1420 1.9822 3.8005
H -4.2373 -0.3850 1.3417
H -2.4527 2.4006 3.3876
H -1.7956 0.7632 1.2578
H -1.7698 3.0739 -0.1023
H -2.5597 4.3481 1.6989
H -0.7136 2.7425 1.9126
C -5.3045 1.3776 7.1073
Br -5.4617 2.3503 8.7593
Br -3.8417 1.9955 6.0415
Br -5.2302 -0.5178 7.4138
H -6.2097 1.5730 6.5469
C 1.3950 -0.1645 3.2702
Br 0.9032 -1.4038 1.8795
Br 2.2332 1.4089 2.5481
Br -0.0870 0.2731 4.3888
H 2.1393 -0.6583 3.8779
C -0.4160 -2.0039 -1.9704
Br -0.8147 -3.3592 -3.3018
Br 0.4221 -0.4607 -2.7375
Br -1.9474 -1.5347 -0.9425
H 0.3053 -2.4562 -1.3031
C 1.0303 -1.9869 -6.3223
Br 0.2483 -3.1230 -7.6600
Br 2.7807 -2.5865 -5.8099
Br 1.0545 -0.1540 -6.8835
H 0.4087 -2.0452 -5.4383
C 4.2388 2.2818 -2.8899
Br 3.4650 2.1242 -1.1497
Br 3.5544 0.9147 -4.0537
Br 3.9997 4.0384 -3.6338
H 5.3048 2.1226 -2.7982
C -8.5022 5.2813 8.4331
Br -8.6964 4.0449 9.8932
Br -7.1853 6.6219 8.8286
Br -8.1338 4.3962 6.7731
H -9.4519 5.7846 8.3199
C 5.3620 -5.3435 -4.0734
Br 4.6564 -6.5302 -5.4066
Br 6.1681 -3.7944 -4.8843
Br 4.0276 -4.8399 -2.7983
H 6.1407 -5.8735 -3.5429
C 7.4499 1.6175 1.1047
Br 5.7316 1.8879 1.8860
Br 8.4320 0.2235 1.9986
Br 7.3310 1.2588 -0.7854
H 8.0230 2.5274 1.2156
C 3.0659 -5.4682 -8.8807
Br 2.0775 -5.0820 -10.4808
Br 3.1978 -7.3725 -8.6195
Br 4.7890 -4.6325 -8.8976
H 2.5143 -5.0562 -8.0436
```